(1)
{
  "formula": "C19H24ClN4O3P",
  "method": "wB97M-V/def2-TZVPD",
  "homo_ev": -9.39,
  "e_lumo_ev": 0.6,
  "total_energy_ha": -1984.6506,
  "smiles": "N=[PH2]OC(=O)OCCCCl.c1ccncc1.c1ccncc1.c1ccncc1",
  "symbols": ["N", "P", "O", "C", "O", "O", "C", "C", "C", "Cl", "H", "H", "H", "H", "H", "H", "H", "H", "H", "C", "C", "C", "N", "C", "C", "H", "H", "H", "H", "H", "C", "C", "C", "N", "C", "C", "H", "H", "H", "H", "H", "C", "C", "C", "N", "C", "C", "H", "H", "H", "H", "H"],
  "coordinates": [[4.05171, 3.86777, 3.75076], [3.94856, 4.57266, 2.37177], [2.66504, 4.18511, 1.39092], [2.51845, 2.88132, 1.14548], [3.38171, 2.13433, 1.03008], [1.24333, 2.55556, 1.00992], [0.64243, 2.22423, 2.28719], [-0.09060, 3.37901, 2.91590], [-0.80678, 4.20174, 1.85647], [-2.16716, 5.11121, 2.54203], [3.31156, 3.19028, 3.89238], [5.10557, 4.39469, 1.59419], [3.74929, 5.95288, 2.54523], [-0.07326, 1.45177, 2.08011], [1.39407, 1.85930, 2.96735], [0.54981, 4.05026, 3.47410], [-0.84015, 3.01950, 3.59739], [-0.12158, 4.89644, 1.40512], [-1.14987, 3.53400, 1.08455], [2.71537, -1.33775, 0.24960], [2.11094, -0.38461, -0.55131], [1.39948, -0.81636, -1.66036], [1.26529, -2.09707, -2.00313], [1.85567, -2.99893, -1.22113], [2.58680, -2.67512, -0.08882], [3.27954, -1.04064, 1.12502], [2.18870, 0.66532, -0.31994], [0.90682, -0.10453, -2.31490], [1.73248, -4.03316, -1.52562], [3.04351, -3.45117, 0.51000], [-2.38051, -3.84249, -5.61320], [-1.88459, -3.76693, -6.90413], [-0.61209, -3.24842, -7.08893], [0.16245, -2.81471, -6.09660], [-0.33002, -2.89279, -4.85863], [-1.58949, -3.39795, -4.56732], [-3.36959, -4.24208, -5.42587], [-2.46961, -4.10212, -7.74980], [-0.18344, -3.17340, -8.08292], [0.31949, -2.53192, -4.06793], [-1.93805, -3.43966, -3.54423], [-3.80568, -2.10466, 2.85822], [-3.73687, -1.11601, 3.82541], [-3.11700, 0.07982, 3.49937], [-2.58013, 0.33321, 2.30701], [-2.65451, -0.63010, 1.38960], [-3.25411, -1.85964, 1.61212], [-4.28218, -3.05272, 3.07276], [-4.15410, -1.26674, 4.81138], [-3.04343, 0.88248, 4.22549], [-2.20690, -0.39716, 0.42910], [-3.28634, -2.60403, 0.82871]],
  "mulliken_charge": [-0.732, 0.479, -0.283, 0.578, -0.431, -0.354, -0.292, -0.739, -0.359, -0.225, 0.300, 0.085, 0.080, 0.217, 0.421, 0.269, 0.453, 0.292, 0.279, -0.091, -0.103, -0.459, -0.359, -0.327, -0.657, 0.435, 0.218, 0.401, 0.380, 0.384, -0.369, -0.341, -0.199, -0.505, -0.317, -0.469, 0.364, 0.355, 0.366, 0.835, 0.402, -0.138, -0.589, -0.080, -0.320, -0.130, -0.586, 0.366, 0.362, 0.355, 0.406, 0.373]
}



(2)
{
  "formula": "C39H38HfN2O2P2S5Sb",
  "method": "wB97M-V/def2-TZVPD",
  "homo_ev": -3.76,
  "e_lumo_ev": 1.7,
  "total_charge": -1,
  "de_lowest_ev": 4.063,
  "total_energy_ha": -4730.9535,
  "symbols": ["Hf", "C", "C", "C", "C", "N", "C", "C", "C", "C", "C", "C", "C", "H", "H", "H", "H", "H", "H", "H", "H", "N", "P", "C", "C", "C", "C", "C", "C", "C", "C", "C", "C", "C", "C", "P", "C", "C", "C", "C", "C", "C", "C", "C", "C", "C", "C", "C", "H", "H", "H", "H", "H", "H", "H", "H", "H", "H", "H", "H", "H", "H", "H", "H", "H", "H", "H", "H", "H", "S", "Sb", "S", "S", "S", "C", "O", "C", "O", "H", "H", "H", "C", "S", "C", "H", "H", "H", "H", "H", "H"],
  "coordinates": [[-0.73597, -0.42001, -1.80270], [-2.62915, -0.59012, 2.64439], [-3.17659, -2.03249, 2.68166], [-3.30659, -2.66144, 1.33587], [-2.86648, -2.08693, 0.21445], [-2.09868, -0.87732, 0.24762], [-2.04705, -0.20162, 1.32023], [-3.15250, -2.52985, -1.16305], [-4.24505, -3.37083, -1.39955], [-4.57022, -3.74210, -2.69048], [-3.81823, -3.25697, -3.75353], [-2.74708, -2.40911, -3.51410], [-2.37635, -2.01613, -2.21850], [-3.30556, 0.19769, 2.98314], [-4.13894, -2.09633, 3.19312], [-3.84030, -3.60056, 1.26633], [-1.49576, 0.73174, 1.28110], [-4.86346, -3.71212, -0.57817], [-5.42250, -4.38617, -2.87153], [-4.08271, -3.52196, -4.77049], [-2.18076, -2.02198, -4.35322], [1.81062, 0.44070, 1.03494], [1.80814, -1.22555, 1.27870], [3.39620, -1.30376, 2.25259], [3.46282, -2.05489, 3.42491], [4.67393, -2.24932, 4.07436], [5.83876, -1.69961, 3.55795], [5.78631, -0.95748, 2.38510], [4.57748, -0.76981, 1.73340], [0.53318, -1.67952, 2.47879], [-0.14806, -0.72546, 3.11510], [-1.51217, -0.97439, 3.67706], [-2.01164, -2.45226, 3.64832], [-1.03944, -3.44948, 3.11445], [0.10373, -3.09019, 2.54165], [0.93031, 1.37928, -0.09145], [0.66878, 2.88239, 0.92486], [-0.61204, 3.26292, 1.31327], [-0.80582, 4.37582, 2.12254], [0.28293, 5.11585, 2.55429], [1.56665, 4.74928, 2.16765], [1.75576, 3.64475, 1.35418], [2.16881, 1.96836, -1.27999], [3.27052, 1.19503, -1.62664], [4.10662, 1.60577, -2.65483], [3.82819, 2.76976, -3.35798], [2.71459, 3.53263, -3.03318], [1.89328, 3.13513, -1.99228], [2.52533, 0.92344, 1.56324], [2.55837, -2.48084, 3.84397], [4.70606, -2.82811, 4.98917], [6.78347, -1.85002, 4.06458], [6.69061, -0.52809, 1.97202], [4.55539, -0.20331, 0.80809], [0.19233, 0.30540, 3.07285], [-1.65122, -0.48113, 4.64014], [-2.39858, -2.78662, 4.61265], [-1.31064, -4.49825, 3.16309], [0.75420, -3.84115, 2.11392], [-1.47456, 2.70877, 0.96174], [-1.81003, 4.66797, 2.40239], [0.13372, 5.98692, 3.17949], [2.41820, 5.33617, 2.48753], [2.75532, 3.38628, 1.02109], [3.44280, 0.24700, -1.13285], [4.95540, 0.99236, -2.93082], [4.46015, 3.06647, -4.18553], [2.44065, 4.39988, -3.62014], [1.00242, 3.71645, -1.77991], [-0.18370, 4.85800, -4.85971], [-0.70516, 3.09539, -6.21962], [-0.42977, 1.32374, -3.50015], [0.12150, -0.60101, -4.15291], [-2.95612, 2.84683, -6.32586], [1.24499, -3.79427, -1.32443], [0.55387, -3.07547, -0.30474], [0.87490, -1.73640, -0.19462], [1.21857, -1.15788, -1.34945], [0.88015, -4.81731, -1.26671], [2.32515, -3.76772, -1.13946], [1.04601, -3.38007, -2.31216], [-3.86627, 1.28872, -2.69692], [-2.75784, 1.75097, -1.34220], [-2.26619, 3.38033, -1.94773], [-3.42398, 1.60358, -3.64537], [-4.83897, 1.75315, -2.54648], [-3.96798, 0.20412, -2.69886], [-3.16811, 3.97548, -2.08517], [-1.74298, 3.33132, -2.90451], [-1.63594, 3.85754, -1.19993]],
  "mulliken_charge": [-0.422, -0.572, -0.087, -1.841, 1.092, 1.289, -1.013, 0.652, -0.994, -0.678, -0.732, -0.447, -0.044, 0.517, 0.592, 0.451, 0.351, 0.320, 0.361, 0.435, 0.386, -0.369, 1.393, 0.457, -0.851, -0.696, -0.515, -0.866, 0.201, 0.419, -0.931, -0.400, -0.129, -1.178, -0.820, 1.448, 0.891, -0.006, -1.066, -0.594, -0.798, -0.881, 0.542, -0.571, -0.955, -0.677, -0.618, -0.515, 0.515, 0.237, 0.407, 0.359, 0.432, 0.342, 0.731, 0.491, 0.453, 0.351, 0.505, 0.366, 0.461, 0.386, 0.413, 0.420, 0.299, 0.429, 0.368, 0.379, 0.290, -0.698, 0.450, 0.413, -0.516, -0.688, -0.881, -0.111, 0.266, -0.595, 0.271, 0.322, 0.249, -0.624, 0.276, -0.443, 0.081, 0.419, 0.185, 0.520, -0.144, 0.087]
}



(3)
{
  "formula": "C39H31Cl2N6O4PSSrTe",
  "method": "wB97M-V/def2-TZVPD",
  "homo_ev": 0.15,
  "e_lumo_ev": 3.9,
  "total_charge": -2,
  "de_lowest_ev": 3.076,
  "total_energy_ha": -4093.1677,
  "symbols": ["Sr", "C", "C", "C", "C", "N", "C", "C", "C", "C", "C", "C", "N", "H", "H", "H", "H", "H", "H", "H", "H", "C", "C", "N", "C", "C", "N", "C", "O", "O", "C", "O", "O", "H", "H", "H", "H", "H", "Cl", "C", "C", "C", "C", "C", "Cl", "C", "S", "H", "H", "H", "N", "P", "C", "C", "C", "C", "C", "C", "C", "C", "C", "C", "C", "C", "C", "C", "C", "C", "C", "N", "H", "H", "H", "H", "H", "H", "H", "H", "H", "H", "H", "H", "H", "H", "H", "Te"],
  "coordinates": [[0.46282, -0.98999, -0.43423], [1.33128, 2.68380, 4.09640], [0.92481, 4.07148, 3.98012], [0.18524, 4.44243, 2.91467], [-0.24486, 3.48791, 1.92274], [0.46849, 2.22952, 1.88643], [1.14155, 1.86989, 3.03967], [-1.30205, 3.73102, 1.06488], [-1.93309, 5.03925, 0.99386], [-2.94000, 5.28850, 0.12192], [-3.41936, 4.25868, -0.72728], [-2.80086, 3.03114, -0.58102], [-1.80366, 2.72744, 0.24120], [1.82642, 2.30864, 4.98321], [1.21462, 4.79449, 4.73396], [-0.12505, 5.47837, 2.83021], [1.54678, 0.86143, 3.02656], [-1.59692, 5.82893, 1.65240], [-3.38878, 6.27756, 0.09084], [-4.21977, 4.40938, -1.44008], [-3.17101, 2.19423, -1.16771], [-1.36482, 2.11660, -3.62023], [-0.76041, 0.79910, -3.93504], [-0.02146, 0.08572, -3.11372], [0.39289, -0.99979, -3.85566], [-0.12687, -0.96228, -5.11411], [-0.85292, 0.19142, -5.14863], [-0.02823, -1.84820, -6.31695], [0.65655, -2.91400, -6.14552], [-0.61026, -1.47822, -7.33503], [1.29625, -2.00988, -3.27171], [1.57477, -3.04838, -3.97272], [1.72752, -1.81652, -2.12603], [-1.03815, 2.41846, -2.62876], [-2.45450, 2.07968, -3.63962], [-1.03559, 2.87166, -4.33735], [-1.34522, 0.49128, -5.97523], [1.13497, -2.99566, -5.02245], [3.53981, -1.69681, 1.08666], [3.39410, -2.81940, 2.39887], [4.44109, -2.85023, 3.30329], [4.40724, -3.73319, 4.37096], [3.31580, -4.57538, 4.50214], [2.28366, -4.52243, 3.58113], [0.97853, -5.66287, 3.83236], [2.25325, -3.64591, 2.47796], [0.96525, -3.63159, 1.31569], [5.27228, -2.17340, 3.16078], [5.22203, -3.76989, 5.08214], [3.24914, -5.28011, 5.32009], [-3.28181, -0.17085, 0.60088], [-2.03885, 0.18568, 1.79868], [-2.56001, -1.17265, 2.97140], [-1.67831, -2.21402, 3.21591], [-2.05378, -3.30206, 4.00104], [-3.31788, -3.34694, 4.56158], [-4.21024, -2.30078, 4.33550], [-3.83271, -1.22649, 3.54941], [-2.83907, 1.52605, 2.74181], [-2.24267, 1.84416, 3.96008], [-2.76452, 2.85408, 4.75079], [-3.89939, 3.54441, 4.34496], [-4.50143, 3.22667, 3.13695], [-3.96629, 2.22774, 2.33366], [-3.09213, -0.98282, -0.46526], [-4.16431, -1.30189, -1.32918], [-3.93511, -2.10539, -2.41303], [-2.65775, -2.62090, -2.65491], [-1.67468, -2.28389, -1.75974], [-1.86956, -1.48410, -0.69544], [-4.24222, 0.06851, 0.79448], [-0.68572, -2.21000, 2.78230], [-1.34520, -4.10492, 4.15537], [-3.61405, -4.19277, 5.17126], [-5.19812, -2.31995, 4.78246], [-4.53345, -0.41218, 3.39454], [-1.34805, 1.32196, 4.27864], [-2.26744, 3.11317, 5.67724], [-4.30166, 4.34021, 4.96068], [-5.37220, 3.77465, 2.79775], [-4.41018, 2.04589, 1.36257], [-5.14899, -0.90251, -1.12206], [-4.75190, -2.34565, -3.08313], [-2.43891, -3.24805, -3.50655], [-0.66197, -2.68640, -1.88209], [1.70260, 1.83875, 0.16170]],
  "mulliken_charge": [1.754, -0.890, -0.401, -0.987, 1.102, 0.025, -0.315, 0.441, -1.246, -0.390, -1.416, -0.464, 0.577, 0.376, 0.360, 0.237, 0.439, 0.145, 0.344, 0.392, 0.565, -1.218, 0.217, 0.085, 0.561, -0.049, 0.002, 0.597, -0.719, -0.738, 0.409, -0.680, -0.810, 0.110, 0.272, 0.437, 0.213, 0.433, -0.138, 0.556, -0.840, -0.298, -0.738, 0.524, -0.256, -0.450, -0.118, 0.393, 0.330, 0.369, 0.375, 0.589, 0.307, -0.294, -0.180, -0.571, -0.594, -0.669, 0.957, -0.621, -0.687, -0.571, -0.703, -0.194, 0.010, -1.039, -0.509, -1.221, -0.616, 0.035, 0.308, 0.211, 0.237, 0.370, 0.381, 0.249, 0.370, 0.386, 0.350, 0.382, 0.009, 0.471, 0.387, 0.506, 1.270, -0.799]
}



> Which formula does entry 2 have?

C39H38HfN2O2P2S5Sb